Formula: C46H44F4MoN4O2Sb
Source: the Open Molecules 2025 dataset
Level of theory: ωB97M-V/def2-TZVPD

CARTESIAN COORDINATES (ANGSTROEM)
Mo: 0.499 -0.028 0.711
O: 2.142 0.633 0.567
C: 3.379 1.130 0.690
C: 3.575 2.494 0.919
C: 4.849 2.996 1.092
C: 5.957 2.158 1.019
C: 5.777 0.815 0.752
C: 4.502 0.277 0.588
C: 4.318 -1.141 0.284
N: 3.181 -1.681 0.409
C: 2.907 -3.025 0.012
C: 1.522 -2.989 -0.633
N: 0.516 -2.368 0.231
C: -0.364 -3.198 0.684
C: -1.579 -2.883 1.373
C: -2.436 -3.894 1.832
C: -3.636 -3.589 2.428
C: -4.043 -2.258 2.543
C: -3.231 -1.243 2.084
C: -1.992 -1.548 1.524
O: -1.140 -0.601 1.141
H: 2.710 3.144 0.970
H: 4.988 4.051 1.288
H: 6.953 2.553 1.163
H: 6.633 0.155 0.675
H: 5.191 -1.690 -0.092
H: 2.874 -3.664 0.901
H: 3.638 -3.446 -0.689
H: 1.230 -4.008 -0.901
H: 1.585 -2.399 -1.553
H: -0.213 -4.259 0.471
H: -2.128 -4.927 1.714
H: -4.272 -4.376 2.809
H: -4.998 -2.022 2.993
H: -3.524 -0.201 2.145
C: 1.819 -2.127 3.555
C: 0.616 -1.220 3.757
N: 0.752 0.106 3.106
C: 1.967 0.815 3.564
C: 2.115 0.991 5.074
C: -0.462 0.891 3.390
C: -0.556 2.149 2.538
N: -0.111 1.943 1.153
C: 0.013 3.073 0.380
C: 0.585 3.049 -0.914
F: 0.985 1.880 -1.481
C: 0.783 4.161 -1.706
F: 1.341 3.981 -2.909
C: 0.437 5.425 -1.292
C: -0.164 5.501 -0.055
F: -0.569 6.685 0.407
C: -0.388 4.390 0.740
F: -1.066 4.654 1.879
H: 1.549 -3.148 3.827
H: 2.667 -1.830 4.170
H: 2.115 -2.109 2.508
H: 0.423 -1.081 4.826
H: -0.267 -1.696 3.331
H: 1.974 1.795 3.093
H: 2.832 0.270 3.185
H: 1.271 1.517 5.519
H: 3.006 1.590 5.259
H: 2.244 0.040 5.590
H: -0.506 1.184 4.443
H: -1.321 0.249 3.221
H: 0.051 2.927 3.008
H: -1.596 2.486 2.584
H: 0.611 6.300 -1.899
C: -3.887 -4.011 -1.992
C: -4.334 -2.767 -1.572
C: -3.460 -1.688 -1.539
C: -2.133 -1.848 -1.920
C: -1.694 -3.097 -2.352
C: -2.567 -4.175 -2.389
Sb: -0.748 -0.212 -1.828
C: -2.222 1.319 -2.035
C: -2.741 1.893 -0.878
C: -3.780 2.810 -0.959
C: -4.299 3.158 -2.197
C: -3.781 2.591 -3.353
C: -2.745 1.670 -3.274
C: -0.054 -0.419 -3.831
C: 1.226 -0.008 -4.186
C: 1.635 -0.094 -5.510
C: 0.767 -0.583 -6.474
C: -0.506 -1.008 -6.118
C: -0.918 -0.932 -4.795
H: -4.569 -4.851 -2.019
H: -5.366 -2.633 -1.273
H: -3.824 -0.715 -1.227
H: -0.669 -3.224 -2.684
H: -2.220 -5.141 -2.736
H: -2.329 1.626 0.089
H: -4.185 3.253 -0.057
H: -5.108 3.873 -2.265
H: -4.184 2.865 -4.319
H: -2.346 1.229 -4.179
H: 1.898 0.390 -3.434
H: 2.630 0.227 -5.792
H: 1.082 -0.634 -7.508
H: -1.182 -1.396 -6.869
H: -1.906 -1.276 -4.515

## Properties
Gap between HOMO and LUMO ... 6.7 eV
Total charge ... +1
E_LUMO ... -3.14 eV

These are the Mulliken partial charges, in e, on atoms 1 to 99: Mo -0.43; O 0.68; C 0.53; C -0.29; C -0.93; C -0.91; C -0.75; C 0.16; C -0.91; N 0.14; C -1.53; C -0.71; N 0.98; C -0.78; C 0.88; C -0.80; C -0.91; C -0.88; C -0.50; C -0.30; O 1.27; H 0.43; H 0.49; H 0.42; H 0.47; H 0.37; H 0.26; H 0.63; H 0.58; H 0.03; H 0.30; H 0.49; H 0.44; H 0.45; H 0.55; C -1.62; C -0.38; N 1.91; C -0.69; C -1.70; C -0.89; C -2.02; N 2.69; C -0.81; C -0.28; F -0.32; C 0.20; F -0.31; C -0.69; C 0.25; F -0.34; C 0.76; F -0.39; H 0.49; H 0.29; H 0.14; H 0.69; H 0.02; H 0.04; H 0.39; H 0.29; H 0.50; H 0.31; H 0.82; H 0.07; H 0.49; H 0.64; H 0.52; C -0.78; C -0.55; C -0.54; C 0.78; C -0.49; C -0.76; Sb 1.12; C 0.84; C 0.08; C -0.83; C -0.81; C -0.76; C -0.98; C 1.28; C -0.58; C -0.72; C -0.63; C -0.81; C -0.94; H 0.41; H 0.45; H 0.37; H 0.49; H 0.46; H -0.03; H 0.49; H 0.41; H 0.43; H 0.43; H 0.38; H 0.44